This record from OMol25 describes a molecular structure, C21H36Cl3MnN2O4Si at a distorted geometry. The level of theory is ωB97M-V/def2-TZVPD.

Structure (XYZ):
```
68
C21H36Cl3MnN2O4Si | OMol25 | ωB97M-V/def2-TZVPD
C -1.958 -2.186 -2.885
C -1.297 -2.766 -1.669
H -2.309 -2.964 -3.593
H -1.239 -1.527 -3.415
H -2.842 -1.590 -2.592
C -0.642 -3.945 -1.706
C -0.457 -4.797 -2.943
H -0.237 -4.380 -0.788
H -0.197 -4.179 -3.826
H -1.346 -5.411 -3.205
H 0.373 -5.510 -2.764
Mn -0.132 1.197 -0.999
Cl -2.294 1.407 0.038
Cl 0.987 3.122 0.283
H 1.030 4.817 4.909
H -1.558 5.789 3.601
C 1.142 4.602 3.836
C -0.976 5.357 2.770
N -0.136 4.267 3.245
H 1.838 3.767 3.708
C -0.536 2.983 3.192
O 0.226 2.046 3.536
H -1.670 4.987 2.003
H -1.566 2.816 2.823
H 1.529 5.501 3.346
H -0.333 6.139 2.346
H 1.842 -1.861 -2.000
H 2.543 -3.848 0.037
C 2.805 -1.473 -1.637
C 3.366 -3.119 0.105
N 2.903 -1.780 -0.226
H 2.842 -0.388 -1.765
C 2.712 -0.829 0.732
O 2.442 0.358 0.504
H 3.765 -3.113 1.123
H 2.834 -1.215 1.764
H 3.610 -1.964 -2.205
H 4.149 -3.403 -0.612
O -0.444 -0.961 -0.311
C -1.364 -1.942 -0.398
C 0.041 -3.046 1.382
C -1.202 -2.814 0.843
H 0.903 -2.529 0.962
C 0.222 -3.925 2.480
H -2.368 -1.496 -0.407
C -2.346 -3.374 1.437
H 1.211 -4.088 2.876
C -0.922 -4.555 3.021
C -2.196 -4.256 2.507
H -3.323 -3.114 1.045
H -0.790 -5.267 3.839
H -3.080 -4.738 2.962
Si -0.309 3.634 -1.608
Cl 0.674 0.066 -2.736
C 1.318 4.044 -2.473
C -1.695 4.577 -0.912
C -1.051 2.687 -3.232
H 2.115 3.285 -2.409
H 1.664 4.960 -1.992
H 1.082 4.215 -3.529
H -0.333 2.214 -3.915
H -1.501 3.525 -3.798
H -1.847 1.941 -3.127
H -2.344 3.902 -0.324
H -2.197 4.931 -1.829
H -1.206 5.358 -0.317
O 0.084 -0.509 2.825
C -0.011 0.369 2.068
```

Net charge: -1
Energy above the lowest of the compared OMol25 structures with the same formula, charge and spin, kcal per mole: 0.0
Largest force on an atom, eV/Å: 4.51
LUMO level (spin up / spin down), Eh: 0.08875 / 0.07211
Multiplicity: 6
Expectation value of S²: 8.766


This record from OMol25 describes 2 unconnected molecules or ions with the total composition C21H36FN3O3SSi at a distorted geometry. The level of theory is ωB97M-V/def2-TZVPD.

Structure (XYZ):
```
66
C21H36FN3O3SSi | OMol25 | ωB97M-V/def2-TZVPD
C -1.947 5.371 -0.396
C -0.733 5.074 -1.508
C -0.726 6.357 -2.549
C -0.978 3.662 -2.306
N -1.268 2.498 -1.393
C -0.087 2.029 -0.598
C 0.898 0.942 -1.316
O 1.466 1.339 -2.604
Si 2.845 2.393 -2.496
C 4.129 1.750 -3.837
C 3.794 2.427 -0.833
C 2.504 4.247 -2.985
S -2.191 1.230 -2.139
O -2.519 0.104 -1.131
O -3.554 1.775 -2.678
F -1.362 0.617 -3.550
H -2.644 6.262 -0.716
H -2.580 4.419 -0.145
H -1.434 5.699 0.631
H 0.264 5.094 -0.872
H 0.418 6.620 -2.733
H -1.234 6.093 -3.572
H -1.208 7.317 -2.048
H -1.962 3.823 -2.963
H -0.139 3.362 -3.063
H 0.600 2.952 -0.282
H -0.451 1.565 0.441
H 1.707 0.630 -0.495
H 0.299 -0.072 -1.517
H 5.080 2.432 -3.860
H 3.584 1.767 -4.896
H 4.377 0.631 -3.509
H 4.296 1.358 -0.677
H 4.714 3.187 -0.869
H 3.151 2.623 0.125
H 3.538 4.705 -3.334
H 2.054 4.866 -2.100
H 1.790 4.263 -3.918
C 2.259 -8.103 3.605
N 1.363 -6.981 3.262
C 0.435 -7.150 2.293
C -0.456 -6.121 1.974
C -0.403 -4.904 2.660
C 0.588 -4.761 3.639
C 1.461 -5.809 3.924
C -1.360 -3.814 2.395
C -2.170 -3.311 3.420
C -3.038 -2.247 3.182
N -3.109 -1.681 1.958
C -2.361 -2.155 0.936
C -1.482 -3.223 1.133
C -3.994 -0.523 1.727
H 2.788 -8.403 2.696
H 1.637 -8.917 3.987
H 2.975 -7.789 4.368
H 0.406 -8.113 1.789
H -1.203 -6.297 1.202
H 0.693 -3.829 4.193
H 2.232 -5.717 4.685
H -2.136 -3.743 4.419
H -3.671 -1.841 3.968
H -2.464 -1.664 -0.028
H -0.879 -3.566 0.294
H -4.681 -0.779 0.917
H -3.361 0.326 1.457
H -4.557 -0.295 2.636
```

Net charge: +2
Largest force on an atom, eV/Å: 6.60
LUMO level, Eh: -0.27752
Multiplicity: 1


This record from OMol25 describes a molecular structure, C21H36N2O6Sb at a distorted geometry. The level of theory is ωB97M-V/def2-TZVPD.

Structure (XYZ):
```
66
C21H36N2O6Sb | OMol25 | ωB97M-V/def2-TZVPD
C -3.544 -1.089 -1.428
C -2.720 -0.421 -0.822
Sb -1.195 0.612 0.387
O -1.930 -0.279 2.034
C -2.617 2.303 0.580
C -3.545 2.442 -0.623
C -3.127 2.992 -1.839
C -3.934 3.109 -2.963
C -5.252 2.657 -2.905
C -6.153 2.728 -4.135
C -5.698 2.143 -1.691
C -4.886 2.030 -0.567
O 0.023 -0.923 -0.016
C 0.465 -0.991 -1.351
C 1.048 -2.464 -1.581
N 0.892 -3.284 -0.363
C 1.700 -4.519 -0.569
C 3.115 -4.259 0.043
C 3.665 -5.589 0.626
O 4.027 -3.783 -0.949
O 0.200 1.574 1.481
C 0.830 0.760 2.456
C 2.044 1.564 3.021
C 2.446 0.828 4.344
C 3.283 1.549 2.090
C 3.058 2.203 0.705
C 3.919 0.147 1.862
O -0.439 1.601 -1.325
N 0.188 2.719 -0.912
O 0.581 3.345 -1.854
H -4.390 -1.547 -1.906
H -1.972 0.384 2.733
H -3.296 2.114 1.431
H -2.095 3.256 0.756
H -2.094 3.349 -1.894
H -3.479 3.554 -3.854
H -6.185 1.706 -4.566
H -5.717 3.365 -4.917
H -7.190 2.984 -3.874
H -6.741 1.801 -1.652
H -5.270 1.588 0.356
H -0.336 -0.868 -2.097
H 1.314 -0.309 -1.544
H 2.088 -2.399 -1.926
H 0.432 -2.932 -2.382
H -0.071 -3.606 -0.312
H 1.808 -4.741 -1.650
H 1.242 -5.351 -0.011
H 2.981 -3.493 0.824
H 4.699 -5.434 0.977
H 2.996 -5.919 1.436
H 3.694 -6.339 -0.184
H 4.875 -4.233 -0.887
H 1.249 -0.182 2.063
H 0.170 0.507 3.310
H 1.747 2.587 3.306
H 3.299 1.300 4.857
H 1.553 0.805 4.996
H 2.704 -0.230 4.164
H 4.063 2.158 2.599
H 2.366 1.541 0.147
H 2.507 3.153 0.806
H 3.966 2.286 0.090
H 4.570 0.238 0.971
H 3.200 -0.653 1.631
H 4.590 -0.140 2.689
```

Net charge: -1
Largest force on an atom, eV/Å: 2.03
LUMO level, Eh: 0.09746
Multiplicity: 1


This record from OMol25 describes 5 unconnected molecules or ions with the total composition C21H36N5O at a distorted geometry. The level of theory is ωB97M-V/def2-TZVPD.

Structure (XYZ):
```
63
C21H36N5O | OMol25 | ωB97M-V/def2-TZVPD
C 8.212 -1.967 0.947
C 7.444 -1.055 0.795
C 6.517 0.059 0.582
C 5.063 -0.409 0.271
C 4.457 -1.316 1.349
N 3.024 -1.494 1.231
O 2.787 -1.615 -0.233
H 8.981 -2.700 0.929
H 6.882 0.573 -0.314
H 6.542 0.770 1.409
H 4.450 0.497 0.238
H 5.087 -0.887 -0.703
H 4.969 -2.306 1.270
H 4.600 -0.872 2.337
H 1.876 -1.883 -0.325
C -3.003 -0.604 -0.849
C -1.808 -0.647 0.095
C -0.507 -0.181 -0.559
C -0.054 -1.076 -1.615
N 0.317 -1.787 -2.437
H -2.864 -1.296 -1.683
H -3.914 -0.891 -0.327
H -3.146 0.402 -1.253
H -1.687 -1.663 0.478
H -2.001 -0.001 0.951
H 0.286 -0.126 0.195
H -0.630 0.824 -0.967
C 1.749 2.907 1.343
C 1.280 3.634 0.087
C -0.080 4.323 0.264
C -1.150 3.351 0.467
N -1.975 2.560 0.575
H 1.079 2.088 1.606
H 2.737 2.477 1.190
H 1.805 3.593 2.193
H 1.231 2.929 -0.744
H 2.013 4.397 -0.186
H -0.315 4.916 -0.622
H -0.052 5.010 1.111
C -2.353 -0.551 -4.706
C -3.439 0.490 -4.954
C -2.961 1.674 -5.802
C -1.957 2.486 -5.114
N -1.181 3.126 -4.561
H -1.528 -0.139 -4.125
H -2.762 -1.391 -4.147
H -1.954 -0.935 -5.647
H -3.823 0.854 -3.999
H -4.276 0.018 -5.473
H -3.807 2.318 -6.048
H -2.546 1.317 -6.747
C -3.690 -3.154 5.479
C -2.458 -2.752 4.676
C -2.736 -1.623 3.681
C -3.652 -2.034 2.619
N -4.372 -2.372 1.791
H -4.470 -3.559 4.832
H -3.435 -3.919 6.212
H -4.104 -2.298 6.017
H -2.065 -3.620 4.146
H -1.675 -2.418 5.359
H -1.801 -1.297 3.220
H -3.155 -0.756 4.196
```

Net charge: -1
Largest force on an atom, eV/Å: 1.65
LUMO level, Eh: 0.08984
Multiplicity: 1


This record from OMol25 describes a molecular structure, C21H36O5 at a distorted geometry. The level of theory is ωB97M-V/def2-TZVPD.

Structure (XYZ):
```
62
C21H36O5 | OMol25 | ωB97M-V/def2-TZVPD
C -2.766 1.180 -3.695
C -2.686 2.811 -3.755
C -1.331 3.340 -3.361
C -1.045 3.111 -1.714
C 0.360 3.901 -1.145
H 1.053 3.313 -1.667
H 0.038 4.764 -1.312
C 0.593 3.596 0.239
C 0.764 2.126 0.651
C -0.055 1.596 1.600
C 0.184 -0.046 1.891
H 1.037 -0.439 1.303
C -1.032 -0.553 2.153
C -1.273 -1.739 0.798
C -0.972 -0.968 -0.449
C -0.617 -1.553 -1.451
C 0.041 -2.726 -1.579
H 0.016 -3.404 -0.680
H -0.446 -3.375 -2.581
C 1.450 -2.830 -2.206
C 2.529 -1.871 -1.307
C 2.443 -2.494 0.133
O 2.764 -1.631 0.939
O 2.223 -3.733 0.310
C 2.670 -4.158 1.438
H 1.442 -3.978 2.026
H 3.168 -3.450 2.337
H 2.737 -5.227 1.371
H 1.965 -0.907 -1.216
H 3.365 -1.798 -1.704
H 2.021 -3.797 -2.355
H 1.685 -2.304 -3.196
H -0.519 -0.879 -2.478
H -1.509 0.052 -0.364
H -2.205 -2.172 1.000
H -0.519 -2.566 0.816
H -1.829 0.034 1.964
C -1.376 -1.499 3.447
O -0.406 -2.661 3.392
H 0.488 -2.538 3.466
H -2.319 -1.607 3.779
C -0.632 -0.585 4.377
H -1.115 0.412 4.600
H -0.136 -0.759 5.407
C 0.844 -0.033 3.457
H 1.103 1.200 3.722
O 1.679 -0.804 3.644
H 2.243 -0.724 2.866
H -0.747 2.056 2.002
H 1.460 1.497 0.178
O 1.688 4.280 0.590
H 1.639 5.193 0.283
H -0.358 4.141 0.634
H -2.013 3.506 -1.084
H -1.118 2.074 -1.487
H -0.704 2.743 -3.837
H -1.236 4.380 -3.338
H -3.472 2.985 -2.988
H -2.855 3.005 -4.779
H -3.932 0.846 -4.121
H -2.510 0.879 -2.668
H -1.960 0.791 -4.296
```

Net charge: 0
Energy above the lowest of the compared OMol25 structures with the same formula, charge and spin, kcal per mole: 463.2
Largest force on an atom, eV/Å: 19.61
LUMO level, Eh: 0.02463
Multiplicity: 1


This record from OMol25 describes a molecular structure, C21H37BN8PSn at a distorted geometry. The level of theory is ωB97M-V/def2-TZVPD.

Structure (XYZ):
```
69
C21H37BN8PSn | OMol25 | ωB97M-V/def2-TZVPD
Sn -0.282 -0.874 -0.781
C 0.797 -4.362 -1.909
C 1.355 -3.954 -0.587
C 2.217 -4.635 0.274
C 2.456 -3.734 1.417
C 3.296 -3.983 2.598
N 1.765 -2.652 1.185
N 1.087 -2.775 -0.027
B 1.654 -1.305 2.024
N 0.175 -1.092 2.351
N -0.758 -1.183 1.346
C -1.974 -1.242 1.929
C -3.226 -1.477 1.149
C -1.819 -1.141 3.301
C -0.458 -1.052 3.540
C 0.223 -0.889 4.858
N 2.168 -0.160 1.132
N 1.757 -0.109 -0.175
C 2.623 0.677 -0.833
C 2.541 0.864 -2.314
C 3.572 1.162 0.055
C 3.259 0.617 1.290
C 3.919 0.876 2.602
H 1.112 -5.372 -2.158
H 1.149 -3.694 -2.695
H -0.292 -4.341 -1.899
H 2.639 -5.622 0.147
H 3.751 -4.969 2.548
H 2.702 -3.908 3.513
H 4.085 -3.229 2.675
H 2.315 -1.421 3.003
H -3.083 -1.306 0.084
H -4.032 -0.834 1.502
H -3.553 -2.509 1.285
H -2.598 -1.145 4.046
H -0.328 -1.427 5.626
H 0.226 0.165 5.139
H 1.252 -1.237 4.850
H 1.522 0.711 -2.676
H 3.183 0.140 -2.819
H 2.890 1.855 -2.602
H 4.403 1.812 -0.169
H 4.922 1.266 2.445
H 3.972 -0.011 3.230
H 3.355 1.631 3.152
C -5.548 2.042 -0.621
N -4.257 2.118 0.080
C -4.165 2.993 1.261
C -3.198 1.522 -0.385
N -2.254 0.986 -0.809
H -5.793 3.007 -1.063
H -6.326 1.777 0.093
H -5.508 1.284 -1.398
H -4.359 4.026 0.976
H -3.175 2.919 1.701
H -4.909 2.686 1.994
C 0.378 4.005 -3.035
P -0.484 2.628 -3.789
C -2.172 3.115 -4.133
C 0.312 2.114 -5.310
H 0.548 4.756 -3.815
H 1.337 3.699 -2.620
H -0.236 4.433 -2.244
H -2.124 3.979 -4.805
H -2.677 3.401 -3.212
H -2.719 2.310 -4.620
H 0.089 2.875 -6.067
H -0.092 1.160 -5.648
H 1.391 2.029 -5.181
```

Net charge: +3
Energy above the lowest of the compared OMol25 structures with the same formula, charge and spin, kcal per mole: 8.9
Largest force on an atom, eV/Å: 1.12
LUMO level (spin up / spin down), Eh: -0.42266 / -0.39249
Multiplicity: 1


no.,M (u)
1,569.91
2,457.69
3,534.29
4,374.55
5,368.51
6,562.08